A gas-phase ion, C21H28NO (charge +1), computed with ωB97M-V/def2-TZVPD.

Structure (XYZ):
```
51
Properties=species:S:1:pos:R:3
C 2.90 0.55 1.74
C 3.25 1.39 0.57
C 3.80 2.60 0.65
C 4.36 3.44 -0.37
C 4.23 3.11 -1.60
C 3.80 1.68 -1.80
C 3.44 0.89 -0.64
O 2.64 -0.25 -0.96
C 2.52 -0.87 -2.20
C 1.32 -0.55 -3.06
N 0.02 -0.64 -2.38
C -0.12 0.04 -0.88
C -1.62 -0.02 -0.32
C -1.91 -1.58 -0.21
C -3.38 -1.79 0.17
C -3.87 -0.90 1.22
C -3.42 -1.65 2.66
C -3.52 -0.91 4.03
C -4.23 0.14 3.82
C -4.45 0.81 2.85
C -4.36 0.21 1.64
C -1.77 -2.39 -1.61
C -0.34 -1.94 -1.90
H 3.30 1.00 2.49
H 1.95 0.70 1.72
H 3.08 -0.42 1.49
H 3.99 3.09 1.87
H 4.83 4.39 -0.11
H 4.51 3.46 -2.43
H 3.70 1.32 -3.00
H 3.36 -0.79 -2.71
H 2.50 -1.94 -1.80
H 1.49 -1.10 -3.87
H 1.49 0.67 -3.02
H -0.74 -0.45 -2.69
H -0.06 1.06 -1.20
H 0.56 -0.46 -0.20
H -1.75 0.57 0.39
H -2.15 0.25 -1.26
H -1.40 -2.05 0.46
H -4.19 -1.35 -0.75
H -3.86 -2.58 0.13
H -2.83 -2.55 2.64
H -3.19 -1.42 4.86
H -4.34 0.64 4.90
H -5.08 1.93 2.79
H -4.75 0.71 0.55
H -1.99 -3.25 -1.46
H -2.31 -2.17 -2.24
H -0.09 -2.71 -2.95
H 0.49 -2.61 -1.31
```

Computed properties:
LUMO = -0.0925 Eh
net charge = +1
energy = -25741.5931 eV
2S+1 = 1
largest force on an atom = 0.3767 hartree/bohr
SMILES = Cc1ccccc1OCC[N@H+]1CC[C@H](Cc2ccccc2)CC1

In the Mulliken picture, each atom carries the following charge in e: atom 1 (C): -2.478, atom 2 (C): 0.913, atom 3 (C): -0.079, atom 4 (C): -0.646, atom 5 (C): -1.027, atom 6 (C): -0.227, atom 7 (C): 0.894, atom 8 (O): -0.341, atom 9 (C): -1.314, atom 10 (C): -0.499, atom 11 (N): 0.510, atom 12 (C): -0.762, atom 13 (C): -1.735, atom 14 (C): 0.756, atom 15 (C): -2.408, atom 16 (C): 0.270, atom 17 (C): -0.522, atom 18 (C): -0.673, atom 19 (C): -0.076, atom 20 (C): -0.457, atom 21 (C): 0.402, atom 22 (C): -3.202, atom 23 (C): -0.338, atom 24 (H): 0.740, atom 25 (H): 0.627, atom 26 (H): 0.437, atom 27 (H): 0.063, atom 28 (H): 0.368, atom 29 (H): 0.598, atom 30 (H): 0.159, atom 31 (H): 0.846, atom 32 (H): 0.410, atom 33 (H): 0.605, atom 34 (H): 0.269, atom 35 (H): 0.006, atom 36 (H): 0.421, atom 37 (H): 0.584, atom 38 (H): 1.234, atom 39 (H): 0.292, atom 40 (H): 0.715, atom 41 (H): 0.389, atom 42 (H): 1.134, atom 43 (H): 0.360, atom 44 (H): 0.474, atom 45 (H): 0.165, atom 46 (H): 0.191, atom 47 (H): 0.062, atom 48 (H): 1.126, atom 49 (H): 1.106, atom 50 (H): 0.309, atom 51 (H): 0.347